No. 1
23
Properties=species:S:1:pos:R:3:forces:R:3 method="wB97M-V/def2-TZVPD" homo_energy_ev="-9.65 / -13.56" e_lumo_ev="-3.00 / -6.20" charge=+1 multiplicity=3 gap_ev="6.7 / 7.4" total_energy_ev=-12951.06467
C 0.998926 -2.007002 -0.462748 -3.8 -3.5 -0.5
C 1.319258 -0.747886 -0.054660 -3.6 3.0 1.1
C -0.382579 -2.536809 -0.574316 5.0 -0.7 -1.0
C -0.038635 1.459097 0.449182 1.3 0.0 0.0
C -1.465508 -1.760581 -0.376488 -1.3 2.9 1.2
C 0.197405 0.155099 0.197310 -1.2 -4.6 -1.3
C -1.426596 1.864041 0.204505 0.6 1.3 3.4
C -2.115117 0.575414 0.145329 -1.2 1.5 -0.2
N -1.268875 -0.428256 0.021232 3.5 -2.0 -0.8
N -3.451437 0.444452 0.021536 -0.2 0.8 0.0
N 3.928816 0.863588 0.227953 0.0 2.7 -0.9
H 1.782922 -2.715270 -0.650130 0.2 -0.2 -0.2
H 2.323579 -0.437292 0.073807 0.7 0.7 0.2
H -0.491327 -3.562179 -0.994074 0.0 0.9 0.7
H 0.849601 1.965533 0.734846 0.1 1.3 0.2
H -2.481908 -2.121679 -0.473271 0.0 0.2 -0.1
H -1.725889 2.532568 1.068341 -0.3 -0.7 -0.7
H -1.489519 2.490806 -0.627538 -0.5 1.0 -1.9
H -4.159307 1.108549 0.342849 1.1 0.6 -0.4
H -3.731556 -0.395957 0.401629 -1.0 -2.6 0.4
H 4.397861 0.464722 -0.585520 0.0 0.0 0.2
H 4.622283 0.872690 0.974859 -0.1 0.0 -0.1
H 3.807599 1.916350 -0.064635 0.3 -2.6 0.9

---

No. 2
26
Properties=species:S:1:pos:R:3:forces:R:3 method="wB97M-V/def2-TZVPD" homo_energy_ev="-7.89 / -7.44" e_lumo_ev="-0.25 / -0.30" charge=0 gap_ev="7.6 / 7.1" total_energy_ev=-18540.30335
C 1.083967 -0.141099 -2.488133 -0.1 -1.2 0.3
C 0.739340 0.220855 -1.249278 -0.5 1.1 -0.4
C 1.101129 1.453378 -0.564179 0.6 2.8 1.8
C 0.698122 -1.535807 -2.664875 -0.6 1.1 -0.9
C 1.581091 1.099071 0.903339 2.7 0.2 -1.2
C -0.782120 -0.558874 0.489097 2.3 -1.1 0.3
C -0.790365 -1.698395 1.442336 -0.6 -1.8 1.0
C -1.865864 0.346306 0.259367 -0.8 0.9 -5.5
N 0.194916 -1.866927 -1.421002 -1.2 -2.7 0.2
N 0.156216 -0.782661 -0.533950 0.8 0.1 -1.0
N 0.505782 0.917600 1.745670 -3.2 -1.1 2.0
N -0.116951 2.090769 2.037161 -0.6 2.5 -2.9
O 1.032798 2.642812 -0.923774 -0.1 -3.0 0.2
O 0.677103 -2.182229 -3.704354 0.3 -0.5 1.0
H 1.683387 0.374069 -3.160749 0.7 1.0 -1.1
H 2.055861 0.081048 0.853409 0.1 1.2 0.0
H 2.291614 1.907112 1.327861 -0.9 -1.2 -0.9
H -1.633482 -2.457675 1.388957 0.4 1.2 -0.3
H -0.782319 -1.340938 2.482572 0.0 0.0 -0.3
H 0.092492 -2.372841 1.341172 -0.3 0.9 -0.1
H -2.547638 0.030550 -0.728580 1.4 0.2 2.5
H -1.505440 1.345580 -0.211315 -0.7 -1.1 1.6
H -2.461770 0.338875 1.103012 -1.5 0.8 1.6
H -0.215337 -2.815181 -1.224022 0.5 1.8 0.0
H -0.072297 2.752570 1.165266 0.0 -0.9 2.0
H -1.120231 2.152032 2.334991 1.4 -1.2 0.0

---

No. 3
30
Properties=species:S:1:pos:R:3:forces:R:3 method="wB97M-V/def2-TZVPD" homo_energy_ev="-12.56 / -12.38" e_lumo_ev="-2.47 / -6.60" charge=+1 multiplicity=2 gap_ev="10.1 / 5.8" total_energy_ev=-81885.64400
Zn 0.364241 -0.636948 -0.040147 -0.7 2.8 -0.5
S 1.034491 -3.077978 0.230683 -0.2 -8.0 1.0
O 0.269311 -3.817638 1.175633 -0.9 -0.6 0.4
O 2.135441 -3.829098 -0.321727 0.2 0.5 -1.0
O 0.159271 -2.433748 -0.745437 -1.7 0.5 -3.2
O 1.507011 -1.896608 0.845203 3.5 4.8 3.1
C -3.552879 -0.929628 2.830873 1.5 0.3 -0.4
C -2.265299 -0.874588 2.034633 3.3 0.4 -2.2
N -1.248829 -0.808298 1.413213 -5.0 -0.4 2.9
H -3.594589 -1.906778 3.312053 -0.3 0.0 -0.2
H -4.412519 -0.669828 2.213113 0.2 -0.4 -0.1
H -3.499429 -0.168748 3.609533 0.2 0.0 0.0
C -2.661289 1.237182 -3.063427 0.3 0.6 0.2
C -1.732719 0.901272 -1.961287 0.1 -0.4 0.5
N -1.015869 0.633642 -1.094327 -0.8 0.0 -1.4
H -2.216849 2.039072 -3.652967 0.2 -0.1 -0.1
H -3.590429 1.668592 -2.691047 0.0 -0.3 0.3
H -2.878069 0.400122 -3.727077 0.2 -0.1 0.3
C 3.311841 0.838382 -3.573787 0.9 0.1 1.2
C 2.566241 0.309222 -2.411677 -1.1 -1.0 0.7
N 1.972311 -0.154158 -1.524917 0.9 1.2 -1.8
H 3.482531 1.900562 -3.398477 -0.6 0.2 -0.4
H 2.944921 0.563742 -4.562747 -0.3 0.2 0.4
H 4.340691 0.491722 -3.476907 0.0 -0.5 -0.1
C 1.490131 1.876782 3.586943 0.5 0.3 -1.1
C 1.286541 1.313122 2.248833 -1.3 -1.9 -3.6
N 1.075111 0.870412 1.172273 1.0 2.0 4.4
H 0.642861 2.511202 3.847213 0.0 -0.3 0.2
H 2.337111 2.539392 3.408963 0.2 0.1 0.5
H 1.748711 1.109612 4.316803 -0.2 0.1 -0.1

---

No. 4
25
Properties=species:S:1:pos:R:3:forces:R:3 method="wB97M-V/def2-TZVPD" homo_energy_ev="-13.50 / -13.52" e_lumo_ev="-5.63 / -5.35" charge=+1 gap_ev="7.9 / 8.2" total_energy_ev=-15928.12254
C -1.144636 -1.432820 1.789871 1.2 -1.1 -1.2
C -1.064293 -0.130941 2.247935 -0.8 -1.3 3.1
C -0.390381 -1.711632 0.661845 -0.3 -0.3 -0.6
C 0.229166 0.509038 0.606513 1.7 -1.0 -3.4
C -1.728416 0.188236 3.536128 -2.3 0.4 -1.6
C -0.357324 -2.994484 -0.037038 -0.2 -1.4 -2.1
C 0.893937 2.330564 -3.212039 -1.8 -1.0 2.4
C 1.784925 2.325727 -1.946955 1.6 -0.1 -2.7
N -0.439549 0.836947 1.612083 0.7 1.5 -0.2
N 1.595206 -0.061961 -1.659751 0.0 1.3 -0.1
N 1.082402 -1.033001 -1.109257 -0.1 -1.6 0.1
N 1.623360 1.094501 -1.229433 -0.6 -0.7 2.5
N 0.375519 -0.715056 0.109904 -0.9 1.4 0.5
H -1.629252 -2.313306 2.267713 0.1 1.3 -0.2
H -1.733478 1.244397 3.655760 0.5 0.9 0.7
H -2.790138 0.025400 3.217360 0.3 -0.2 0.8
H -1.553442 -0.377058 4.438907 0.4 -0.3 -0.1
H -1.105296 -3.090447 -0.921463 1.3 1.0 1.0
H 0.684972 -3.126594 -0.498438 -1.7 -0.5 0.9
H -0.809387 -3.798842 0.554425 1.0 0.0 0.4
H 1.277809 1.687410 -3.954880 0.6 -1.1 -0.6
H 0.883842 3.285654 -3.714561 -0.7 0.5 0.4
H -0.097445 1.824469 -2.808295 1.4 1.7 -1.5
H 1.527078 3.088341 -1.220259 0.5 0.3 -0.2
H 2.884822 2.345459 -2.386073 -1.8 0.3 1.7

---

No. 5
23
Properties=species:S:1:pos:R:3:forces:R:3 method="wB97M-V/def2-TZVPD" homo_energy_ev=-12.96 e_lumo_ev=-4.36 charge=+1 gap_ev=8.6 total_energy_ev=-14067.32075 smiles="CC/C(O)=[N+]1/C=CC=C[C@H]1O"
C -3.272969 0.129484 0.638329 1.0 0.1 -0.2
C -2.449436 -0.899998 0.692463 0.1 1.3 0.7
C -2.822391 1.415940 0.132201 2.8 -2.4 -0.4
C -1.087958 -0.826201 0.262227 2.9 -1.3 -1.4
C -1.571658 1.565584 -0.330191 0.8 0.2 1.3
C 2.596702 -0.069444 1.245604 -0.6 0.8 -1.9
C 1.771683 -0.388697 -0.070030 0.1 0.8 -0.5
C 0.710293 0.669563 -0.322485 0.4 0.4 -0.7
N -0.573496 0.498681 -0.122782 -1.3 0.8 -0.8
O 1.060856 1.861186 -0.804114 -1.7 -0.9 0.8
O -0.990463 -1.733182 -0.868146 -1.4 -0.4 0.0
H -4.230227 0.083088 1.020714 -2.0 -0.3 0.5
H -2.521971 -1.881892 1.035921 -1.5 -1.3 0.9
H -3.430078 2.224015 0.233427 -1.7 2.2 -0.2
H -0.318683 -1.185658 0.993356 -1.1 0.1 -0.2
H -1.121500 2.532948 -0.523208 -0.2 -0.3 -0.4
H 1.863163 0.024536 1.996387 -0.4 0.1 1.4
H 3.210614 0.888808 1.186061 -0.7 -1.5 0.0
H 3.149538 -0.973778 1.355193 0.9 -0.2 0.6
H 2.518191 -0.267759 -0.891783 -0.8 -0.5 0.2
H 1.277625 -1.403355 -0.106495 1.0 1.1 0.1
H 1.991469 1.952801 -0.924267 1.3 0.0 -0.1
H -1.877567 -2.230866 -0.999505 2.1 1.4 0.3

---

No. 6
25
Properties=species:S:1:pos:R:3:forces:R:3 method="wB97M-V/def2-TZVPD" homo_energy_ev=-4.84 e_lumo_ev=3.00 charge=-1 gap_ev=7.8 total_energy_ev=-32790.93343
C -1.203834 0.931080 -0.053793 -1.1 -3.3 0.1
C -0.366227 -0.169028 -0.097408 -0.6 0.1 0.8
C -2.810318 -0.569907 0.030447 0.1 -2.3 -0.3
C -0.564985 2.197642 0.171036 0.7 1.7 -1.5
C -4.144533 -1.251497 0.026362 -1.5 2.5 -0.2
C 2.169841 0.600192 1.839036 0.1 -0.4 -0.5
C 2.053862 0.841013 -1.735763 2.2 -2.2 2.3
C 2.040097 -1.722432 -0.223282 -0.7 1.7 -2.0
N -2.574341 0.667813 -0.064607 0.3 1.7 0.4
O 0.679107 2.063666 0.252091 2.8 -0.8 0.8
O -1.065800 3.296884 0.080274 -2.0 1.3 0.4
Si 1.555348 0.165670 0.060776 -1.6 0.7 -0.8
S -1.393485 -1.595223 0.027523 0.8 0.9 -0.3
H -4.336585 -1.993279 0.757503 0.5 -1.1 0.6
H -4.893464 -0.473270 0.281030 0.4 -0.1 0.0
H -4.510246 -1.553038 -0.947785 0.5 -0.5 -0.3
H 2.954466 -0.088674 2.177776 0.2 0.5 0.0
H 2.351416 1.669473 1.969593 0.7 -0.2 -0.3
H 1.357731 0.479520 2.541889 -0.7 -0.5 0.0
H 1.542737 0.101045 -2.307000 -0.5 -0.3 -0.9
H 1.761142 1.826197 -1.919412 -0.3 1.4 -0.3
H 3.160134 0.644959 -1.874603 -1.0 0.5 -0.1
H 1.599770 -2.306699 0.547904 -0.2 -0.8 0.6
H 1.525114 -1.930701 -1.244403 1.0 0.0 1.7
H 3.113054 -1.831397 -0.295188 0.3 -0.4 -0.1

---

No. 7
26
Properties=species:S:1:pos:R:3:forces:R:3 method="wB97M-V/def2-TZVPD" homo_energy_ev=-10.74 e_lumo_ev=-4.25 charge=+1 gap_ev=6.5 total_energy_ev=-23136.55170
O -0.989651 -4.504306 -0.968249 -0.9 0.0 1.0
C -1.774947 -3.502098 -0.145455 0.5 -0.3 -1.5
C -0.800158 -2.786722 0.749353 1.6 0.3 -1.4
C 0.556489 -2.514573 -0.073627 0.7 -1.1 2.4
O 1.000401 -1.278308 -0.224025 -0.1 0.4 -0.7
O 1.372441 -3.405946 -0.257631 -1.1 0.1 -0.3
Na 0.887788 -6.094306 -1.022972 -0.1 0.9 0.3
H -2.596380 -3.920002 0.447913 0.3 -0.4 -0.4
H -2.180551 -2.814556 -0.901871 -0.1 -0.1 0.4
H -1.230537 -1.838094 1.084502 0.1 -0.3 0.1
H -0.508105 -3.424773 1.596618 0.0 0.4 -0.3
C 0.197127 -0.145703 -0.171676 -0.3 0.5 0.2
C 0.705317 1.025782 0.196231 -0.1 -0.4 0.1
C -0.161355 2.244306 0.330242 -0.1 0.1 0.0
C 0.229964 3.420335 -0.554843 -0.2 0.4 -0.3
O 1.393285 4.087642 -0.048799 0.4 -0.7 0.0
C 1.237523 5.315375 0.365870 -0.6 0.5 0.2
O 2.395707 5.678970 0.872216 0.4 -0.2 0.0
H -0.836276 -0.276334 -0.493606 0.2 0.0 0.1
H 1.765800 1.094928 0.451455 -0.3 0.0 0.0
H -1.500577 -4.746237 -1.747611 -0.4 0.3 0.1
H -0.162640 2.588878 1.375791 0.0 -0.1 -0.2
H -1.199755 1.984557 0.080672 0.2 0.0 0.1
H -0.587917 4.149958 -0.598353 0.2 -0.1 0.0
H 0.474666 3.091365 -1.572407 -0.1 0.0 0.2
H 2.312336 6.569865 1.230270 -0.1 0.0 -0.1

---

No. 8
21
Properties=species:S:1:pos:R:3:forces:R:3 method="wB97M-V/def2-TZVPD" homo_energy_ev=-9.25 e_lumo_ev=1.01 charge=0 gap_ev=10.3 total_energy_ev=-10531.80439 smiles="C[C@H]1C[C@H]1C(=O)C1CC1"
C 2.322701 1.292685 -0.114426 1.8 2.9 -1.1
C 2.200923 -0.184378 -0.461300 0.0 -2.5 0.8
C 1.970741 -1.102741 0.670838 -2.6 -1.0 3.1
C 0.797230 -0.857739 -0.483392 2.1 -1.2 -1.4
C -0.251271 -0.078595 0.096139 -2.2 -0.7 -1.1
C -1.752561 -0.391782 -0.440493 2.6 3.4 3.5
C -2.736956 0.779133 -0.315565 -1.4 1.0 -1.5
C -2.873329 -0.420775 0.560242 -0.1 0.3 -1.7
H 3.515733 1.704708 -0.492179 -3.8 -1.0 0.7
H 2.331802 1.535061 1.056780 -0.2 -0.8 -2.9
H 1.326829 1.885955 -0.666670 3.6 -1.3 1.6
H 2.678319 -0.935723 -1.119968 1.0 2.2 -0.9
H 2.197844 -2.242849 1.084681 0.1 3.2 -2.0
H 1.672285 -0.398251 1.575235 0.4 -2.2 -1.7
H 0.686612 -1.393569 -1.537146 -0.1 0.5 2.9
H -1.914376 -1.159797 -1.107146 0.3 -0.9 -2.1
H -2.718798 1.767708 0.180824 1.6 -0.8 0.0
H -3.304964 1.049826 -1.277511 0.1 -1.4 1.6
H -2.634660 -0.488073 1.563540 0.5 0.9 2.0
H -3.605106 -1.124406 0.331376 -1.2 -1.1 -0.5
O 0.091001 0.763598 0.896144 -2.4 0.5 0.7

---

No. 9
21
Properties=species:S:1:pos:R:3:forces:R:3 method="wB97M-V/def2-TZVPD" homo_energy_ev=-8.96 e_lumo_ev=0.79 charge=0 gap_ev=9.8 total_energy_ev=-10537.62343 smiles=CCc1ccccc1.O
C 0.624640 -4.686099 1.378489 -1.6 -3.6 -0.4
C 1.126260 -3.626739 2.034909 1.0 0.0 0.4
C 0.132520 -4.691208 0.057530 0.1 0.6 0.7
C 1.285790 -2.516099 1.276579 -0.1 2.8 -0.3
C 0.072260 -3.461299 -0.609810 1.0 -0.5 0.4
C 0.737590 -2.365379 -0.012640 -0.6 0.2 -1.1
C 0.000000 0.000000 0.000000 -0.6 1.4 0.6
C 0.721170 -1.017640 -0.800410 0.8 -1.4 0.2
H 0.490850 -5.619187 1.941569 0.3 0.2 -0.3
H 1.527960 -3.678349 3.055489 -0.4 0.0 -0.5
H -0.207700 -5.644958 -0.366980 0.0 0.6 0.1
H 1.732289 -1.685029 1.838329 0.0 0.1 -0.8
H -0.390570 -3.391449 -1.603039 0.3 0.1 0.5
H -1.077750 -0.226530 0.061160 0.4 0.1 0.1
H 0.125500 0.987830 -0.474400 -0.2 -0.2 0.3
H 0.408290 0.046860 1.023580 -0.2 0.1 -0.4
H 0.206070 -1.117980 -1.775119 0.4 -0.3 0.4
H 1.753449 -0.670880 -0.999390 -0.4 -0.3 0.1
O -4.315518 0.055880 1.483459 0.9 0.3 0.8
H -3.842049 -0.532450 2.114299 -0.5 0.7 -0.7
H -3.906459 0.941090 1.615099 -0.4 -1.0 -0.1

---

No. 10
24
Properties=species:S:1:pos:R:3:forces:R:3 method="wB97M-V/def2-TZVPD" homo_energy_ev=-8.96 e_lumo_ev=0.42 charge=0 gap_ev=9.4 total_energy_ev=-34251.23787
C 0.920534 -1.427295 0.109514 1.0 -1.1 -0.9
C 2.001628 -0.673808 0.006401 1.0 -0.3 3.2
C -0.685445 0.087931 -0.512973 1.5 1.5 -2.3
C -1.853772 0.452875 -0.045445 -1.0 -2.4 1.8
C 2.098867 0.376813 -0.989936 1.2 1.8 2.0
C 3.068558 -0.715274 1.112474 1.0 -0.3 0.4
C -2.076020 1.711413 0.637743 -1.4 0.4 3.2
C -3.056888 -0.489174 0.142883 -0.3 2.2 1.3
O -0.864416 -2.551300 -1.504968 -1.0 -0.7 0.2
O 0.512272 2.267067 -2.045185 -0.1 -0.3 0.1
S -0.024044 -1.371125 -1.376711 -0.4 1.1 0.5
S 0.702467 1.564484 -0.759890 -1.1 -1.2 0.6
H 0.719654 -2.143862 0.893093 -0.1 -0.1 -0.1
H 3.080355 0.892507 -0.894491 -0.9 0.1 0.0
H 1.998093 0.092603 -1.958146 -0.3 -1.1 -3.1
H 4.020832 -0.530237 0.548149 -0.5 -0.1 0.8
H 3.173537 -1.791537 1.544578 -0.4 2.1 -0.5
H 3.012307 0.094748 1.963685 -0.2 -1.6 -1.7
H -2.599350 2.279152 -0.081195 -0.8 1.4 -0.3
H -2.702876 1.612853 1.659715 0.9 -0.1 -2.6
H -1.208779 2.199100 1.011418 0.9 0.6 -0.3
H -3.296996 -0.645485 1.260903 0.7 -0.1 -1.8
H -3.925923 0.031685 -0.261775 -0.2 0.3 0.2
H -3.014593 -1.324132 -0.459840 0.4 -2.3 -0.7

---

No. 11
22
Properties=species:S:1:pos:R:3:forces:R:3 method="wB97M-V/def2-TZVPD" homo_energy_ev="-7.67 / -7.32" e_lumo_ev="0.64 / -0.08" charge=0 gap_ev="8.3 / 7.2" total_energy_ev=-21368.81325
C -2.418669 -0.464072 0.176067 -2.0 -3.0 0.5
C -0.222955 0.041782 -1.734209 -0.7 -1.3 2.1
C -0.623309 1.106209 -0.764421 0.1 2.0 1.5
C 0.460630 -0.678369 -0.540181 -1.4 1.8 -1.5
C 0.398975 0.570923 0.345673 -1.3 -0.4 -1.2
C 0.524820 -2.096127 -0.348551 0.1 -1.7 0.7
C 1.676872 1.387396 0.265992 0.7 -0.5 -0.7
C -0.073886 0.313447 1.769696 -0.9 -2.3 -0.5
O -3.261737 -1.261022 0.516440 1.6 1.8 -0.5
S -2.358846 1.174704 -0.211353 0.2 0.4 -0.5
H -1.066074 -0.348830 -2.271756 -0.4 -0.9 -0.1
H 0.459195 0.317048 -2.449692 1.8 1.2 -1.8
H -0.484103 2.153786 -1.044550 0.3 0.0 -0.1
H 1.561571 -2.400101 0.008024 -1.4 -0.1 0.0
H 0.324399 -2.588799 -1.308776 0.3 0.0 0.1
H -0.350570 -2.435316 0.290811 1.3 0.0 -0.1
H 2.186793 1.188270 1.181036 0.9 -0.2 0.6
H 1.452314 2.455669 0.322980 0.2 0.0 -0.6
H 2.350921 1.034400 -0.603268 -1.1 1.1 1.2
H 0.758146 -0.254889 2.203711 -0.4 -0.2 0.3
H -1.043704 -0.352796 1.778412 2.2 1.2 0.2
H -0.250779 1.136677 2.417916 -0.1 1.1 0.2